A cluster of 3 separate species, C14H27NO9S2 in total, computed with the ωB97M-V functional and the def2-TZVPD basis.

XYZ file:
```
53
Properties=species:S:1:pos:R:3:forces:R:3:lowdin_charge:R:1
C -5.15048 0.01874 3.29701 -0.3 -0.7 -0.3 -0.112
O -3.76935 0.54195 3.53980 -0.9 -2.0 -1.6 -0.194
C -2.92851 -0.28370 2.65645 -0.9 -0.9 0.3 -0.230
O -1.52471 0.15566 2.60604 -1.0 1.1 -3.1 -0.030
C -1.32757 1.18066 1.52764 -4.8 6.1 2.4 -0.181
O -2.01535 2.33738 1.73549 4.8 -7.7 -1.9 0.039
O -0.43259 1.02421 0.37470 -5.0 -3.9 5.3 -0.146
N -1.03277 0.48661 -0.69288 -3.1 -1.7 -2.6 -0.132
C -1.63553 -0.87143 -0.43649 0.0 -1.9 -1.0 -0.054
C -1.95372 1.43197 -1.41954 1.5 3.6 -6.3 -0.214
C -3.51222 1.78065 -1.05513 0.0 0.9 0.6 -0.037
O -1.44836 2.02724 -2.53594 -3.5 -4.4 7.2 -0.033
H -5.12059 -1.16250 3.15294 0.0 2.3 0.4 0.099
H -5.86008 0.22582 4.21756 1.7 -0.1 -2.0 0.110
H -5.58277 0.45075 2.27886 0.8 -0.7 2.2 0.107
H -2.94347 -1.38875 3.09518 0.5 2.3 -0.9 0.162
H -3.46481 -0.34324 1.61324 1.4 0.4 1.7 0.114
H -1.14454 -1.41013 0.50844 -1.3 1.8 -2.2 0.098
H -2.81275 -0.89499 -0.39512 2.2 0.3 0.1 0.100
H -1.32191 -1.55722 -1.36184 -0.9 1.6 2.1 0.095
H -3.90095 1.24870 -0.07892 0.8 0.9 -2.1 0.063
H -4.25466 1.63324 -1.97019 1.9 0.0 1.9 0.103
H -3.55260 2.94907 -0.81317 0.3 -2.6 -0.5 0.113
C 3.02156 -4.10041 0.19817 0.1 -0.1 0.2 -0.224
C 2.41657 -5.36562 -0.40834 0.3 -0.2 -0.1 -0.220
C 0.89927 -5.18758 -0.42164 0.0 -0.7 0.0 -0.222
S 0.60345 -3.42908 -0.53044 0.2 0.0 -0.4 0.688
O -0.03247 -2.99230 0.69470 0.2 -0.4 -0.2 -0.334
O 0.06370 -3.11634 -1.83861 0.0 -0.1 0.6 -0.331
C 2.31581 -2.93789 -0.48389 0.5 0.2 0.1 -0.227
H 4.10439 -4.05636 0.04928 -0.2 0.0 0.0 0.119
H 2.82626 -4.07770 1.27696 0.0 0.1 -0.1 0.123
H 2.78253 -5.48894 -1.43489 -0.1 0.0 0.1 0.120
H 2.70418 -6.26058 0.15221 -0.1 0.1 -0.1 0.118
H 0.44322 -5.68645 -1.28051 -0.1 0.2 0.2 0.108
H 0.44553 -5.55092 0.50452 0.0 0.2 -0.1 0.109
H 2.41974 -1.99548 0.05652 -0.2 0.0 -0.1 0.113
H 2.65835 -2.82028 -1.51630 -0.2 0.0 0.1 0.113
C 3.55591 3.41321 -1.85225 0.1 0.1 -0.2 -0.228
C 3.59650 4.30569 -0.61271 0.3 0.1 0.1 -0.225
C 2.15192 4.58976 -0.20459 0.4 0.7 0.2 -0.225
S 1.19058 3.19159 -0.76372 -0.2 0.1 0.3 0.720
O 0.27786 3.64230 -1.79325 0.6 0.1 0.9 -0.307
O 0.74743 2.42748 0.38528 4.4 5.3 -0.9 -0.303
C 2.53823 2.32510 -1.54387 0.4 -0.3 -0.3 -0.226
H 4.53878 2.99103 -2.08108 -0.1 0.1 0.0 0.115
H 3.22823 3.99926 -2.71920 0.0 -0.1 0.1 0.122
H 4.11244 3.77891 0.19923 -0.1 0.1 -0.1 0.117
H 4.14363 5.23477 -0.80074 -0.1 -0.1 0.1 0.114
H 2.05221 4.68901 0.87925 -0.2 -0.1 -0.2 0.105
H 1.76547 5.48582 -0.69796 0.0 -0.2 0.1 0.106
H 2.18224 1.80487 -2.43472 -0.2 0.0 0.2 0.114
H 2.93676 1.60644 -0.82155 -0.1 0.1 0.0 0.108
```
Forces are in eV/Å.

Computed properties:
HOMO-LUMO gap   9.08 eV